No. 1
Density functional theory data (the ωB97M-V functional and the def2-TZVPD basis) for one molecule with the formula CH4P2S at a distorted geometry.

The calculation puts the HOMO energy at -7.5 eV. The electronic energy comes out at -30513.0611 eV. The HOMO-LUMO gap comes out at 7.456 eV. As for the energy relative to the best compared isomer or geometry (same formula, charge and spin): 35.9 kcal per mole. The calculation puts the LUMO energy at 0.0 eV.

Atoms and positions in Å:
H (0.4803, -0.7329, -1.6899)
H (-1.0408, -1.0579, -0.8625)
P (0.0413, 2.6385, 0.1564)
C (0.0118, -0.7372, -0.7074)
H (0.4607, -1.6118, -0.2663)
S (-1.3730, 1.1395, 1.3785)
P (0.3812, 0.5979, 0.4786)
H (1.0383, -0.2361, 1.5126)

Atoms 1-6, force components in eV/Å:
0.1 0.7 -0.1
0.4 1.0 0.3
-0.2 -1.1 0.7
-0.1 -1.2 -0.6
0.3 -0.5 0.4
0.5 0.9 -0.5

No. 2
Density functional theory data (the ωB97M-V functional and the def2-TZVPD basis) for a 3-piece molecular cluster, C30H55N3O6P2S overall at a distorted geometry.

The calculation puts the HOMO energy at -7.7 eV. The electronic energy comes out at -78163.9196 eV. The HOMO-LUMO gap comes out at 6.308 eV. The calculation puts the LUMO energy at -1.4 eV.

Atoms and positions in Å:
C (-1.3729, 0.9149, 1.8668)
H (5.6269, -0.3307, 2.4166)
H (-2.4073, 1.2022, 1.4864)
C (-4.2672, -0.3776, 8.7384)
C (-5.0281, -0.1235, 5.2027)
H (-3.1525, 1.4197, 8.3553)
H (-2.6339, -2.7424, 2.2301)
C (6.3661, -1.0928, -0.0182)
C (-1.3840, -1.4534, 7.6209)
H (2.7531, 2.2708, 2.7209)
H (0.3353, 1.6869, -6.4053)
H (-3.0557, -0.7991, 4.8212)
H (-2.4322, -2.8116, -2.1182)
H (-3.4762, -1.2435, 1.4357)
P (-2.4390, -0.6585, -1.7655)
C (3.6996, 1.7475, 2.3097)
H (-1.0886, -0.1915, 5.9208)
H (-3.4835, -0.7242, 9.4120)
H (2.9077, 0.1374, 3.6490)
H (-1.2938, 3.0825, -9.9549)
S (6.2284, -4.6392, 0.0214)
H (6.5782, -5.4999, -1.0130)
H (-5.0618, 0.0386, 9.3652)
H (-4.9169, 0.8428, 4.7033)
H (-1.4794, 4.5639, -8.0594)
C (7.1590, -2.0807, 1.0166)
O (-3.1778, -2.1619, -2.0212)
C (-1.8263, 1.4923, -6.6406)
C (-2.5684, -1.9526, 1.3944)
H (0.6258, 1.8842, 2.2224)
H (-1.1055, 0.6673, 7.4287)
P (-0.9442, -0.9336, 1.5550)
H (6.4039, -2.4083, 1.8286)
C (-0.1936, 1.9065, 1.4096)
C (2.4753, -1.5297, -1.3521)
H (-3.8399, -1.6312, 6.1546)
H (-1.7461, 0.7926, -7.4814)
H (8.3600, -3.9878, 1.0480)
H (4.5623, 0.7682, 4.1102)
H (-5.4500, -0.8278, 4.4808)
C (-3.5123, 2.9319, -7.6511)
H (-3.3677, 2.6593, -9.8104)
C (-3.7504, 0.7009, 7.7837)
N (4.6673, -0.6719, 2.5520)
C (4.0539, -1.8403, -1.2217)
C (-3.6858, -0.6430, 5.7042)
C (1.7785, -1.4338, -2.7290)
H (8.2200, -3.2313, -0.6585)
H (8.0652, -1.5678, 1.4926)
C (3.9152, 0.4365, 3.2110)
H (-0.2441, -1.1001, -3.7735)
C (4.7979, -1.3353, 0.1113)
H (-4.6087, 1.2868, 7.4377)
H (-5.7548, -0.0179, 6.0121)
H (-0.2768, 3.7072, -7.1650)
H (-4.6845, -1.2378, 8.2141)
H (0.3452, 3.3544, -9.3937)
H (0.2676, 1.6624, 0.3973)
O (1.9698, -1.8516, 2.4012)
H (-1.4273, 0.9992, 3.0195)
N (-2.1660, 2.8387, -7.0877)
C (0.0737, -1.0894, -0.0678)
C (7.6499, -3.4445, 0.3162)
H (3.4991, 1.5484, 1.2051)
H (-1.9848, -2.2704, 7.2161)
H (6.7327, -1.4057, -1.0614)
H (-4.8789, 2.1141, -9.1076)
C (-1.6134, -0.1358, 6.8805)
H (-3.4302, 1.1352, -8.9050)
H (4.5433, 2.5243, 2.4523)
H (-2.6360, 1.1200, -6.0034)
H (-2.2356, 1.0886, -3.0158)
H (-4.2201, 2.5894, -6.8891)
H (-0.3941, 0.3885, -5.4700)
C (1.6178, -1.3484, -0.0448)
H (-0.3337, -1.7476, 7.5300)
O (4.6942, -2.4777, -2.0945)
O (-3.1314, 0.2473, -0.7500)
C (-0.6160, -0.9717, -1.4560)
C (2.4664, -1.4681, 1.3213)
C (4.0454, -1.1333, 1.3162)
N (-2.9950, 0.2636, 6.6146)
O (2.4783, -1.6183, -3.9508)
H (-1.5933, -1.3587, 8.6865)
C (-3.7982, 2.1627, -8.9409)
H (3.0270, -0.8157, -4.1007)
C (0.2638, -1.1571, -2.7466)
O (-2.5185, 0.1733, -3.2781)
C (-1.1317, 3.5500, -7.8316)
H (-2.5322, -2.5022, 0.3975)
H (6.6872, -0.0014, 0.1511)
H (-0.4552, 1.8327, -9.0188)
H (-0.5976, 2.0626, -4.9407)
H (-0.6173, 2.9745, 1.3933)
C (-0.5454, 1.4130, -5.8190)
H (-3.7641, 3.9877, -7.8095)
C (-0.6152, 2.9065, -9.1203)

Atoms 1-6, force components in eV/Å:
-0.1 0.4 0.3
-0.6 -0.5 -0.3
1.5 -0.3 0.1
0.0 0.1 0.3
0.0 0.1 0.1
0.2 -0.1 -0.2

No. 3
Density functional theory data (the ωB97M-V functional and the def2-TZVPD basis) for a 7-piece molecular cluster, H14O7 overall at a distorted geometry.

The calculation puts the HOMO energy at -10.5 eV. The electronic energy comes out at -14560.1331 eV. The HOMO-LUMO gap comes out at 10.700 eV. As for the energy relative to the best compared isomer or geometry (same formula, charge and spin): 30.6 kcal per mole. The calculation puts the LUMO energy at 0.2 eV.

Atoms and positions in Å:
O (-0.4994, -0.9711, 1.4606)
O (-1.6466, 0.0557, -1.5049)
O (1.3633, 1.0879, 1.1676)
H (-3.0116, 0.9458, 1.0956)
H (3.0076, -1.3629, 0.2629)
O (-2.8649, -0.0715, 0.8307)
H (-1.9596, -0.3205, 1.2003)
H (1.9635, 1.5241, 1.7405)
H (-0.1216, -1.6195, 0.7712)
H (-1.0367, 0.8328, -1.3868)
H (-0.4052, -1.2065, -1.1399)
H (-2.2457, 0.1026, -0.6858)
H (0.6715, 1.8445, -0.2012)
H (-0.1222, -2.6021, -1.7165)
H (0.2363, -0.3018, 1.6827)
O (0.2329, 2.1244, -1.0953)
H (-0.1361, 3.0861, -0.8474)
O (0.2098, -1.9673, -0.9888)
H (1.8335, -1.1406, -0.7857)
O (2.5230, -0.6747, -0.2816)
H (2.0081, 0.6345, 0.4218)

Atoms 1-6, force components in eV/Å:
2.2 -0.2 -0.2
0.3 0.6 0.9
1.0 -1.2 -2.6
0.5 -3.6 -0.8
-1.0 1.2 -1.0
-0.3 3.6 1.3

No. 4
Density functional theory data (the ωB97M-V functional and the def2-TZVPD basis) for one molecule with the formula C5H11NO2S at a distorted geometry.

The calculation puts the HOMO energy (alpha / beta) at -8.8 / -8.8 eV. The electronic energy comes out at -21778.6360 eV. The HOMO-LUMO gap (alpha / beta) comes out at 8.369 / 8.371 eV. As for the energy relative to the best compared isomer or geometry (same formula, charge and spin): 130.2 kcal per mole. The calculation puts the LUMO energy (alpha / beta) at -0.4 / -0.4 eV.

Atoms and positions in Å:
C (-4.0586, -0.6024, 0.1685)
C (0.5712, -0.8813, 1.1295)
C (1.0376, 0.1132, 0.0107)
H (2.3835, 1.8806, 0.0459)
C (2.2862, 0.9680, 0.4524)
H (0.9482, -1.8924, 0.9318)
H (-4.5173, -0.8948, -0.8213)
H (2.2451, -1.0905, -1.3737)
H (0.5033, -1.0891, -1.7938)
H (-4.7551, -0.5640, 0.9625)
O (-0.0921, 2.1514, -1.2764)
H (1.6073, 0.4127, -1.9307)
N (-2.9582, 0.0587, 0.3899)
H (3.1042, 0.2608, 0.2716)
H (2.2171, 1.2540, 1.5545)
H (-0.5732, -0.8284, 1.0167)
H (0.7936, -0.4293, 2.1753)
C (1.4058, -0.4953, -1.4000)
O (-1.9031, 0.2353, -0.4570)
S (-0.2452, 1.4328, -0.0566)

Atoms 1-6, force components in eV/Å:
1.7 1.7 -2.6
-1.5 2.0 0.2
0.8 -0.3 0.2
0.6 2.9 -2.4
-1.2 -3.5 3.4
-0.1 0.4 0.4

No. 5
Density functional theory data (the ωB97M-V functional and the def2-TZVPD basis) for one molecule with the formula C5H8O2.

The calculation puts the HOMO energy at -9.3 eV. The electronic energy comes out at -9408.4555 eV. The HOMO-LUMO gap comes out at 10.154 eV. As for the energy relative to the best compared isomer or geometry (same formula, charge and spin): 31.7 kcal per mole. The calculation puts the LUMO energy at 0.8 eV.

Atoms and positions in Å:
H (3.0107, -1.0321, -0.2438)
H (-1.1416, -0.4371, -1.4123)
C (-1.6081, -0.1427, -0.4597)
H (-1.4145, 1.7123, 0.7825)
C (-0.8489, -0.9314, 0.6022)
H (1.8484, 0.9087, -0.4744)
O (-1.0205, -1.9753, 1.1677)
H (-0.4917, 1.7790, -0.7384)
H (-2.6952, -0.1913, -0.5327)
C (0.1919, 0.1944, 0.7105)
C (1.3439, -0.0451, -0.2562)
C (-0.8644, 1.1169, 0.0483)
O (2.2228, -0.9852, 0.3096)
H (0.5506, 0.4243, 1.7181)
H (0.9168, -0.3956, -1.2214)

Atoms 1-6, force components in eV/Å:
-0.1 -0.1 0.1
-0.5 0.1 0.1
-0.1 -0.1 -0.2
0.0 -0.2 -0.1
0.1 -0.4 0.1
0.0 -0.1 0.2

Which of these has the highest electronic energy? C5H8O2

Which formula does entry 5 have? C5H8O2

The lowest electronic energy belongs to which entry? C30H55N3O6P2S

The lowest electronic energy belongs to which entry? C30H55N3O6P2S